--- i ---
A cluster of 2 separate species, CH6NO in total. Source: OMol25; level of theory: ωB97M-V/def2-TZVPD.

Structure (XYZ):
```
9
Properties=species:S:1:pos:R:3:mulliken_charge:R:1
N -0.97001 0.29582 1.28268 -0.4802
H -1.85737 -0.14227 1.57200 0.3907
H -0.87035 0.02174 0.27015 0.3642
H -1.07939 1.24089 1.36615 0.3347
H -0.13138 -0.07892 1.86584 0.4003
O 0.85139 -0.51418 -0.45459 -0.4848
C 1.20185 -0.32249 -1.58862 -0.0159
H 1.16683 -1.15535 -2.30985 0.2575
H 1.68842 0.65475 -2.00376 0.2335
```

Charge: +1
Spin multiplicity: 1
HOMO-LUMO gap in eV: 10.70
HOMO energy in eV: -14.8


--- ii ---
The ion CH6NO with charge +1. Source: OMol25; level of theory: ωB97M-V/def2-TZVPD.

Structure (XYZ):
```
9
Properties=species:S:1:pos:R:3:mulliken_charge:R:1
C 0.24648 0.56241 -0.09857 -0.1988
N -0.77326 -0.54478 0.04743 -0.3262
O 1.66252 -0.36061 0.05008 -0.5120
H 0.13967 0.92483 -1.11023 0.3257
H 0.18379 1.06256 0.86751 0.3301
H -1.28326 -0.65441 0.88517 0.3253
H -1.31472 -0.50985 -0.81158 0.3575
H -0.28153 -1.41128 -0.21912 0.3698
H 2.40191 0.25995 0.23701 0.3286
```

Charge: +1
Spin multiplicity: 1
HOMO-LUMO gap in eV: 12.18
SMILES: [NH3+]CO
HOMO energy in eV: -16.3


We find i to be the most stable, with the next structure 0.978 eV higher.


--- i ---
An isolated molecule of C2H2Br2S2. Source: OMol25; level of theory: ωB97M-V/def2-TZVPD.

Structure (XYZ):
```
8
Properties=species:S:1:pos:R:3:mulliken_charge:R:1
C 0.08332 -0.31217 -1.10607 0.0046
C 0.12706 0.64318 -0.18808 0.3454
S 0.45771 -1.97280 -1.07237 -0.1518
S -0.18427 2.33022 -0.54561 -0.1131
Br -0.27662 0.64161 -3.14604 -0.2841
Br 0.50054 0.18625 1.62580 -0.0858
H -0.79928 -2.42227 -1.20264 0.1633
H -0.08351 2.75889 0.72126 0.1214
```

Charge: 0
Spin multiplicity: 1
HOMO-LUMO gap in eV: 8.46
SMILES: S/C(Br)=C(/S)Br
HOMO energy in eV: -9.3


--- ii ---
An isolated molecule of C2H2Br2S2. Source: OMol25; level of theory: ωB97M-V/def2-TZVPD.

Structure (XYZ):
```
8
Properties=species:S:1:pos:R:3:mulliken_charge:R:1
C -0.54286 0.23719 0.57414 -0.4150
C 0.60970 0.15257 -0.40283 -0.2042
S -0.88090 -2.16225 -0.01516 -0.0687
S 0.98579 -1.74432 -0.17515 0.0252
Br -1.88557 1.38538 -0.10281 -0.0590
Br 2.09347 1.43985 -0.04107 -0.1073
H -0.50931 0.44328 1.62957 0.4058
H 0.12967 0.24830 -1.46669 0.4231
```

Charge: 0
Spin multiplicity: 1
HOMO-LUMO gap (alpha / beta) in eV: 6.28 / 7.38
HOMO energy (alpha / beta) in eV: -8.2 / -8.7


We find i to be the most stable, with the next structure 1.228 eV higher.


--- i ---
A cluster of 3 separate species, C2H9NO4 in total. Source: OMol25; level of theory: ωB97M-V/def2-TZVPD.

Structure (XYZ):
```
16
Properties=species:S:1:pos:R:3:mulliken_charge:R:1
C 1.82324 0.24640 1.09933 -0.8716
N 0.48546 -0.26762 1.16103 -0.1326
C -0.38978 -0.01981 0.12693 0.5312
O -0.10233 1.13129 -0.50948 -0.5082
O -1.26466 -0.76973 -0.20949 -0.5770
H 1.84282 1.33975 0.92456 0.2533
H 2.29638 0.31151 2.07778 0.3776
H 2.37786 -0.12902 0.23943 0.2844
H 0.23263 -1.06525 1.70430 0.2845
H -0.85155 1.44340 -1.06013 0.3631
H -1.53715 -2.83324 0.72783 0.3219
H -2.48740 -2.50384 1.95981 0.3089
O -1.70878 -2.95796 1.65808 -0.6435
H 0.31502 2.08127 -2.70599 0.3378
H -0.57291 2.25544 -3.99348 0.3086
O -0.45887 1.73740 -3.20052 -0.6385
```

Charge: 0
Spin multiplicity: 1
HOMO-LUMO gap in eV: 10.23
SMILES: CNC(=O)O.O.O
HOMO energy in eV: -9.7


--- ii ---
A cluster of 3 separate species, C2H9NO4 in total. Source: OMol25; level of theory: ωB97M-V/def2-TZVPD.

Structure (XYZ):
```
16
Properties=species:S:1:pos:R:3:mulliken_charge:R:1
C -1.96653 1.18192 0.72482 -0.6974
N -1.70656 -0.23493 1.33553 -0.2835
C -0.56861 -0.96741 1.49505 0.6248
O 0.39975 -0.47412 0.75775 -0.4176
O -0.32024 -1.86576 2.44865 -0.6224
H -1.29888 1.34267 -0.17287 0.2547
H -1.79949 1.94989 1.63928 0.2279
H -2.91625 1.01731 0.32022 0.3369
H -2.60732 -0.54614 1.68998 0.2350
H -0.06175 -0.14615 -0.05362 0.3425
H 1.14712 2.29763 -6.99990 0.3397
H 0.23746 2.17220 -5.62750 0.3234
O 0.65278 1.61463 -6.33537 -0.6631
H 3.49512 -3.00530 3.40210 0.3100
H 3.30985 -1.94279 2.45366 0.3231
O 4.00354 -2.39365 2.92223 -0.6339
```

Charge: 0
Spin multiplicity: 1
HOMO-LUMO gap in eV: 10.06
SMILES: CNC(=O)O.O.O
HOMO energy in eV: -9.9


We find i to be the most stable, with the next structure 1.961 eV higher.


--- i ---
A cluster of 2 separate species, C2H7NO2S2 in total. Source: OMol25; level of theory: ωB97M-V/def2-TZVPD.

Structure (XYZ):
```
14
Properties=species:S:1:pos:R:3:mulliken_charge:R:1
C 0.55669 -1.20916 0.78835 -0.2437
C -1.06290 1.68872 -0.95681 -0.7225
N 1.86535 -0.66314 0.94012 -0.2952
O 1.73254 0.38366 -1.44480 -0.5406
O 3.51355 1.07189 0.04551 -0.4551
S -1.07545 1.33429 0.78246 -0.1364
S 2.13932 0.75529 -0.10319 0.6795
H 0.51894 -1.50386 -0.23793 0.3055
H 0.65765 -2.21348 1.30023 0.3067
H -0.11393 -0.35558 1.04237 -0.1233
H -0.63406 2.59111 -1.18820 0.3884
H -2.10965 1.46538 -1.46501 0.2963
H -0.25298 1.15370 -1.56980 0.2863
H 2.35254 -0.40900 1.77655 0.2541
```

Charge: 0
Spin multiplicity: 1
HOMO-LUMO gap (alpha / beta) in eV: 5.37 / 5.50
HOMO energy (alpha / beta) in eV: -8.7 / -8.8


--- ii ---
A cluster of 2 separate species, C2H7NO2S2 in total. Source: OMol25; level of theory: ωB97M-V/def2-TZVPD.

Structure (XYZ):
```
14
Properties=species:S:1:pos:R:3:mulliken_charge:R:1
C 0.03704 1.35888 1.67490 -0.9240
C 0.77754 0.79468 0.51631 0.1029
N 0.65236 -0.32768 0.01101 -0.4356
O -0.93707 -0.57616 -2.11462 -0.4343
O 0.13691 -2.84479 -1.91469 -0.5581
S 0.52707 -1.49943 -4.47641 -0.3310
S 0.49811 -1.44472 -2.19428 0.7785
H -0.74442 2.07873 1.29693 0.2401
H 0.76904 1.85116 2.24439 0.3130
H -0.29952 0.45936 2.29077 0.2700
H 1.56751 1.47021 0.13008 0.3236
H 0.18110 -1.01512 0.71188 0.1613
H 0.23898 -2.76758 -4.33993 0.1588
H -1.72815 -1.12352 -1.94192 0.3350
```

Charge: 0
Spin multiplicity: 1
HOMO-LUMO gap in eV: 9.52
HOMO energy in eV: -8.9


We find ii to be the most stable, with the next structure 2.722 eV higher.